Entry 1:
{
  "formula": "C3H7ClN2",
  "method": "wB97M-V/def2-TZVPD",
  "symbols": ["H", "N", "C", "N", "C", "C", "Cl", "H", "H", "H", "H", "H", "H"],
  "positions_angstrom": [[3.1018, 0.3373, -0.6478], [2.4285, -0.4536, -0.4219], [1.3605, 0.0712, 0.1015], [1.0877, 1.3677, 0.2551], [0.3515, -0.9493, 0.5484], [-0.9299, -1.0502, -0.2604], [-1.9221, 0.4134, -0.0869], [1.5650, 2.0100, -0.3172], [0.1181, 1.5972, 0.2821], [0.9056, -1.9215, 0.5920], [0.0195, -0.8837, 1.5688], [-1.5004, -1.8549, 0.1924], [-0.8405, -1.1412, -1.3618]],
  "forces_ev_per_a": [[-0.85, -1.15, 0.05], [0.29, 2.04, 0.44], [1.50, -2.73, -0.96], [-0.82, 1.06, 0.70], [0.30, -1.16, 0.00], [0.30, -0.30, -0.57], [-0.60, 0.54, 0.22], [0.95, 0.63, -0.62], [-0.59, 0.09, 0.35], [-0.57, 0.68, -0.68], [0.00, 0.82, 0.68], [-0.21, -0.13, -0.44], [0.32, -0.39, 0.83]],
  "nbo_charge": [0.3126, -0.7092, 0.4341, -0.8048, -0.4936, -0.3549, -0.0880, 0.3802, 0.3938, 0.2582, 0.2252, 0.2202, 0.2263],
  "smiles": "[H]/N=C(\\N)CCCl",
  "multiplicity": 1,
  "de_lowest_kcal_mol": 4.9
}

***

Entry 2:
{
  "formula": "C3H4F3N",
  "method": "wB97M-V/def2-TZVPD",
  "symbols": ["F", "C", "F", "F", "C", "C", "N", "H", "H", "H", "H"],
  "positions_angstrom": [[1.9636, 1.3160, 0.3021], [1.4456, 0.0865, 0.0140], [2.0640, -0.7080, 0.8961], [1.6910, -0.2272, -1.2487], [-0.0883, 0.0823, 0.4513], [-1.2825, 0.3618, -0.4878], [-0.9031, -1.0310, -0.0672], [-0.1276, 0.3518, 1.4461], [-2.2223, 0.8317, -0.3452], [-0.8243, 0.3872, -1.4484], [-1.7161, -1.4510, 0.4877]],
  "forces_ev_per_a": [[-0.27, -0.18, -0.84], [-2.31, 1.12, 1.76], [0.41, -0.88, -0.67], [0.16, -0.11, 0.45], [-0.82, -0.76, -2.48], [3.88, -2.04, -0.31], [-1.90, 0.12, 0.55], [-0.27, 0.50, 2.02], [-0.43, 0.31, 0.77], [-0.59, 0.96, -1.11], [2.14, 0.97, -0.14]],
  "nbo_charge": [-0.3379, 0.9725, -0.3222, -0.2997, -0.1538, -0.2687, -0.5974, 0.2104, 0.2189, 0.2044, 0.3735],
  "smiles": "FC(F)(F)[C@H]1CN1",
  "multiplicity": 1,
  "de_lowest_kcal_mol": 25.4
}

***

Entry 3:
{
  "formula": "C2O2S",
  "method": "wB97M-V/def2-TZVPD",
  "symbols": ["C", "C", "O", "O", "S"],
  "positions_angstrom": [[-1.2553, -0.3590, 0.0831], [2.1229, 1.0131, -0.2840], [-0.4982, -1.1784, -0.1755], [-2.0155, 0.4555, 0.3399], [2.7214, -0.2973, 0.2069]],
  "forces_ev_per_a": [[0.00, -0.01, -0.04], [0.01, -0.04, 0.02], [1.06, -1.22, -0.36], [-1.11, 1.20, 0.39], [0.03, 0.06, -0.02]],
  "nbo_charge": [1.0245, -0.1791, -0.5215, -0.5045, 0.1806],
  "multiplicity": 1,
  "de_lowest_kcal_mol": 35.0
}

***

Entry 4:
{
  "formula": "C2H2N2O2",
  "method": "wB97M-V/def2-TZVPD",
  "symbols": ["O", "C", "N", "C", "N", "O", "H", "H"],
  "positions_angstrom": [[0.7925, -1.2470, 1.3732], [0.3194, -0.4731, 0.6234], [0.4629, -0.4153, -0.7636], [-0.0618, 0.6740, -1.3325], [-0.9586, 1.1801, -0.5374], [-0.6848, 0.4149, 0.7174], [1.1448, -0.9478, -1.1168], [-0.0826, 1.0460, -2.2463]],
  "forces_ev_per_a": [[0.53, -0.28, 1.28], [-2.56, 1.06, -3.40], [1.05, 0.50, 0.35], [-3.09, -1.08, 4.97], [1.84, -0.77, 1.61], [-1.61, 1.76, 1.55], [3.12, -2.22, -2.04], [0.71, 1.03, -4.32]],
  "nbo_charge": [-0.5642, 0.8605, -0.6038, 0.1771, -0.1009, -0.3847, 0.4011, 0.2149],
  "smiles": "O=c1[nH]cno1",
  "multiplicity": 1,
  "de_lowest_kcal_mol": 50.7
}

***

Entry 5:
{
  "formula": "C21H23N3O2",
  "method": "wB97M-V/def2-TZVPD",
  "symbols": ["C", "C", "C", "O", "C", "C", "C", "C", "C", "C", "O", "N", "C", "C", "C", "C", "C", "C", "C", "C", "C", "C", "C", "N", "N", "C", "H", "H", "H", "H", "H", "H", "H", "H", "H", "H", "H", "H", "H", "H", "H", "H", "H", "H", "H", "H", "H", "H", "H"],
  "positions_angstrom": [[2.8892, -3.5630, -2.2850], [2.5122, -2.7004, -3.2083], [1.1215, -2.5720, -3.7623], [0.1535, -3.3863, -3.1351], [-0.2267, -3.0506, -1.8797], [0.0730, -2.0313, -0.9685], [0.9295, -0.9156, -0.9055], [0.9215, -0.1536, 0.2251], [0.0764, -0.4447, 1.3249], [0.1569, 0.4950, 2.4791], [1.1790, 1.0825, 2.7754], [-1.0012, 0.6371, 3.1825], [-1.1879, 1.7590, 4.0694], [-1.9061, 2.9189, 3.3509], [-1.1647, 3.2404, 2.0846], [-1.5071, 2.6225, 0.8902], [-0.7502, 2.8168, -0.2512], [0.3697, 3.6340, -0.2277], [1.2084, 3.8401, -1.4530], [0.7012, 4.2668, 0.9649], [-0.0517, 4.0708, 2.1050], [-0.7559, -1.5349, 1.3061], [-0.7636, -2.3439, 0.1590], [-1.4864, -3.4423, -0.0674], [-1.1442, -3.8428, -1.2926], [-1.7365, -5.0119, -1.8754], [3.9042, -3.6045, -1.9318], [2.2002, -4.2600, -1.8381], [3.2172, -2.0097, -3.6510], [1.1180, -2.8992, -4.8089], [0.8044, -1.5200, -3.7367], [1.5925, -0.6723, -1.7214], [1.5669, 0.7060, 0.3174], [-1.8380, 0.2329, 2.7912], [-1.7587, 1.4410, 4.9466], [-0.1898, 2.0764, 4.3786], [-1.9333, 3.7821, 4.0171], [-2.9328, 2.6222, 3.1226], [-2.3726, 1.9744, 0.8471], [-1.0282, 2.3120, -1.1661], [2.2607, 3.6782, -1.2252], [1.1001, 4.8616, -1.8183], [0.9120, 3.1578, -2.2461], [1.5706, 4.9078, 1.0009], [0.2345, 4.5551, 3.0274], [-1.3747, -1.8127, 2.1452], [-2.3813, -5.4616, -1.1243], [-2.3220, -4.7418, -2.7558], [-0.9598, -5.7163, -2.1757]],
  "forces_ev_per_a": [[0.04, -0.06, 0.01], [-0.27, -0.06, -0.15], [0.25, 0.22, -0.23], [-0.20, -0.18, 0.44], [-0.16, -0.05, 0.07], [-0.36, -0.35, 0.13], [0.19, 0.35, 0.14], [0.27, 0.00, -0.41], [-0.26, -0.49, -0.06], [-0.12, -0.18, 0.24], [0.14, 0.08, -0.13], [-0.29, -0.17, 0.17], [-0.05, 0.17, 0.21], [0.26, -0.20, 0.02], [-0.22, 0.13, -0.01], [-0.06, 0.13, 0.06], [0.06, 0.03, -0.05], [-0.02, -0.02, -0.02], [-0.02, 0.06, 0.02], [-0.01, -0.03, 0.00], [-0.07, 0.01, -0.05], [0.20, 0.45, 0.29], [0.27, -0.36, -1.12], [-0.44, -0.08, 0.77], [0.62, 0.57, -0.28], [-0.18, -0.35, -0.23], [0.22, 0.04, 0.02], [-0.19, -0.09, 0.06], [0.16, 0.08, -0.01], [-0.02, 0.14, 0.15], [-0.01, -0.13, -0.02], [0.05, 0.07, -0.02], [0.08, 0.06, -0.01], [0.14, 0.02, -0.09], [0.11, 0.06, -0.01], [-0.15, -0.03, 0.07], [-0.08, 0.02, 0.02], [-0.03, 0.06, 0.03], [-0.08, -0.05, 0.02], [0.00, -0.04, -0.09], [0.09, -0.01, -0.06], [0.04, 0.03, -0.09], [0.02, -0.03, -0.08], [0.10, 0.07, 0.01], [0.05, 0.05, 0.12], [-0.07, 0.01, 0.14], [0.06, 0.05, -0.04], [0.01, -0.04, 0.04], [-0.05, 0.01, 0.02]],
  "nbo_charge": [-0.3761, -0.2236, -0.0998, -0.4838, 0.4475, -0.1678, -0.1891, -0.2068, -0.1308, 0.6758, -0.6187, -0.6203, -0.2189, -0.4438, 0.0517, -0.2307, -0.2172, -0.0165, -0.6286, -0.1949, -0.2204, -0.1878, 0.0960, -0.2943, -0.1459, -0.4103, 0.2076, 0.1993, 0.2078, 0.2101, 0.1873, 0.2096, 0.2368, 0.3899, 0.1970, 0.2334, 0.2180, 0.2016, 0.2035, 0.2091, 0.2176, 0.2184, 0.2108, 0.2063, 0.2078, 0.2206, 0.2375, 0.2117, 0.2134],
  "smiles": "C=CCOc1c2ccc(C(=O)NCCc3ccc(C)cc3)cc2nn1C",
  "multiplicity": 1,
  "de_lowest_kcal_mol": 50.5
}

***

Entry 6:
{
  "formula": "C10H12ClNO4Zr",
  "method": "wB97M-V/def2-TZVPD",
  "symbols": ["Cl", "C", "C", "C", "H", "C", "C", "H", "H", "H", "C", "Zr", "C", "C", "O", "O", "H", "H", "H", "N", "C", "C", "O", "O", "H", "H", "H", "H", "H"],
  "positions_angstrom": [[1.5166, 2.7321, -0.5375], [2.0835, -0.7493, -1.6387], [1.3953, -1.6235, -0.7319], [1.8572, -1.3390, 0.6015], [0.7922, -2.4755, -1.0394], [2.8525, -0.3006, 0.5057], [2.9815, 0.0473, -0.8786], [3.7366, 0.7335, -1.2637], [2.0028, -0.7704, -2.7261], [1.5914, -1.8915, 1.5094], [3.7443, 0.2329, 1.5756], [0.6321, 0.5704, -0.1478], [-1.2587, -1.4473, -0.5216], [-0.5976, 0.4730, -2.1483], [-2.0497, -2.2898, -0.5502], [-1.3210, 0.3975, -3.0532], [3.3671, -0.0191, 2.5692], [3.8477, 1.3201, 1.4889], [4.7493, -0.1935, 1.4743], [-4.0181, 0.3183, -0.0740], [-3.3296, 0.5893, 1.2436], [-2.0231, 1.2039, 0.7876], [-2.0677, 1.9449, -0.2240], [-0.9029, 0.7476, 1.3051], [-3.8073, 1.1320, -0.6884], [-5.0192, 0.1657, 0.0572], [-3.6285, -0.5249, -0.5201], [-3.9139, 1.3352, 1.7909], [-3.2130, -0.3191, 1.8345]],
  "forces_ev_per_a": [[-0.57, -0.74, 0.14], [0.39, -0.22, 0.33], [1.08, -0.37, 0.30], [0.21, -0.18, -0.61], [0.18, 0.26, 0.15], [0.09, -0.57, -0.88], [-0.15, -0.63, 0.22], [-0.54, -0.02, 0.07], [-0.01, 0.04, 0.35], [0.04, 0.32, -0.38], [-0.23, 0.27, 0.35], [-0.06, 1.78, 0.46], [-3.09, -2.82, 0.21], [-3.15, 0.09, -4.92], [2.84, 2.84, 0.09], [3.24, 0.34, 3.98], [0.11, 0.08, -0.08], [0.00, -0.17, 0.07], [-0.21, -0.04, -0.07], [-0.18, -0.33, 0.27], [-0.07, 0.39, -0.04], [1.56, 0.30, -1.42], [0.42, -1.34, 1.62], [-1.08, 0.54, -0.23], [-0.28, -0.17, 0.25], [-0.13, 0.13, -0.18], [-0.35, 0.32, 0.14], [0.00, -0.19, -0.04], [-0.05, 0.09, -0.16]],
  "nbo_charge": [-0.2807, -0.3173, -0.3403, -0.3847, 0.2761, -0.0507, -0.2508, 0.2927, 0.2867, 0.2923, -0.6556, 1.6893, 0.5682, 0.5514, -0.4264, -0.3514, 0.2466, 0.2557, 0.2810, -0.6762, -0.3332, 0.7776, -0.6148, -0.7676, 0.4817, 0.4639, 0.4334, 0.2871, 0.2657],
  "multiplicity": 1,
  "charge": 2
}

***

no.,total energy (a.u.),gap between HOMO and LUMO (eV)
1,-688.208980,10.2
2,-471.012167,10.9
3,-624.836695,11.2
4,-337.343574,10.8
5,-1128.756455,8.3
6,-1250.718996,7.8